## a
The following is a quantum chemistry calculation of a cluster of 4 separate species, H10NO3 in total, from the OMol25 dataset.

```
14
H10NO3 (wB97M-V/def2-TZVPD)
O 0.3168 -0.3957 3.1830
O -0.1193 1.8535 -2.1558
O -0.5769 -0.9230 -1.9572
N 0.4739 -0.6191 0.4538
H 0.2914 2.1519 -1.3334
H 0.2947 0.4827 3.5795
H 1.2015 -0.1553 -0.0921
H 0.6075 -0.5007 1.4822
H 0.5178 -1.5971 0.1659
H -1.1464 -1.5912 -2.3683
H -0.0363 -1.0175 3.8267
H -0.4389 2.7115 -2.4707
H -0.3907 -0.2607 0.0375
H -0.9951 -0.1394 -2.3509
```

Properties
Total charge: +1
LUMO energy in Eh: -0.127
M in g/mol: 72.1
Orbital gap in eV: 12.08
HOMO energy in eV: -15.5416

---

## b
The following is a quantum chemistry calculation of a cluster of 4 separate species, H10NO3 in total, from the OMol25 dataset.

```
14
H10NO3 (wB97M-V/def2-TZVPD)
O -0.4156 0.2483 2.3493
O 0.1193 1.8856 -2.0833
O -0.6257 -0.4182 -1.0350
N 0.8290 -1.6317 0.6060
H 0.0364 -1.8940 0.0101
H 1.2038 -2.4780 1.0203
H 0.9780 1.7859 -2.5025
H 0.2643 2.4500 -1.3198
H -1.0708 -0.3080 2.7780
H 0.3280 0.4345 2.9313
H 1.4984 -1.1078 0.0535
H -0.6911 0.5610 -1.1978
H -1.3072 -0.6764 -1.6707
H 0.2272 -0.9658 1.1535
```

Properties
Total charge: +1
LUMO energy in Eh: -0.129
M in g/mol: 72.1
Orbital gap in eV: 11.72
HOMO energy in eV: -15.2389

---

## c
The following is a quantum chemistry calculation of a cluster of 4 separate species, H10NO3 in total, from the OMol25 dataset.

```
14
H10NO3 (wB97M-V/def2-TZVPD)
O 2.0808 0.8317 1.6632
O -1.4580 1.9700 -0.4910
O -1.1831 -2.4922 -0.8210
N 0.4748 -0.0771 -0.4686
H 1.2127 -0.2096 0.2397
H -1.7735 -2.5237 -0.0564
H -0.0582 -0.9401 -0.6391
H 0.9145 0.2813 -1.3168
H -1.6298 2.6844 0.1341
H 3.0434 0.7914 1.7357
H -0.1437 0.7011 -0.1676
H -2.1208 2.0804 -1.1809
H 1.7890 0.3296 2.4398
H -1.1482 -3.4272 -1.0712
```

Properties
Total charge: +1
LUMO energy in Eh: -0.115
M in g/mol: 72.1
Orbital gap in eV: 12.87
HOMO energy in eV: -16.0143

---

## d
The following is a quantum chemistry calculation of a cluster of 4 separate species, H10NO3 in total, from the OMol25 dataset.

```
14
H10NO3 (wB97M-V/def2-TZVPD)
O 1.5170 1.9882 -0.3676
O -1.1834 -1.9450 -0.1033
O -1.0229 0.9261 -0.4737
N 0.6892 -0.9076 0.4958
H 0.3743 -1.8759 0.7910
H 0.9950 -1.1155 -0.4429
H -1.9698 -2.5611 0.2650
H 0.8870 2.7197 -0.2450
H -1.6778 1.2139 -1.1318
H 1.4156 -0.5921 1.0796
H -1.8795 -1.2310 -0.2081
H 2.0759 1.8463 0.4376
H -0.2268 1.7179 -0.6624
H 0.0063 -0.1841 0.5658
```

Properties
Total charge: +1
LUMO energy in Eh: -0.134
M in g/mol: 72.1
Orbital gap in eV: 12.32
HOMO energy in eV: -15.9740

---

Last place for stability: d

---

## a
The following is a quantum chemistry calculation of a cluster of 4 separate species, C3H10NO3S in total, from the OMol25 dataset.

```
18
C3H10NO3S (wB97M-V/def2-TZVPD)
S -0.8631 -0.4907 2.6497
O 1.3333 -0.1530 -3.5056
O -1.7067 2.0334 -0.4581
O 0.6794 1.7586 0.3412
N 1.5400 -0.5751 -1.0400
C 0.3863 -1.1088 -1.1247
C 0.0803 -0.4043 1.1905
C -0.4514 -0.9379 -0.0305
H 1.2770 2.4326 0.6623
H 1.5769 -0.1530 -4.4338
H 0.1830 -1.4739 -2.1402
H -0.7319 2.1138 -0.1320
H 1.1287 -0.6693 1.2890
H -1.8231 1.0823 -0.4139
H 1.2933 0.1959 -0.3992
H 1.9971 -0.3754 -1.9612
H -1.5174 -1.0717 0.0288
H 0.0026 0.7754 0.9846
```

Properties
Total charge: -1
LUMO energy in Eh: 0.043
M in g/mol: 140.2
Orbital gap in eV: 5.50
HOMO energy in eV: -4.3242

---

## b
The following is a quantum chemistry calculation of a structure of composition C3H10NO3S, from the OMol25 dataset.

```
18
C3H10NO3S (wB97M-V/def2-TZVPD)
S 1.7059 -1.6417 -0.4975
O -0.0869 0.6541 3.2780
O 2.0112 2.7996 -0.2838
O 0.5136 0.7980 0.1813
N -1.9748 -0.2482 -0.3369
C 0.3125 0.1386 -0.8410
C -0.0005 -2.1246 -0.7081
C -0.7795 -0.8195 -1.0379
H 1.9731 1.9245 -0.0302
H -0.0464 -2.8875 -1.5875
H 0.9064 0.5634 -1.7266
H -0.4718 -2.6114 0.2140
H -0.1598 1.2908 2.6830
H -1.1367 -0.9666 -2.0942
H 0.4784 -0.0602 2.7835
H 1.2657 3.2516 0.1669
H -2.6407 0.1784 -0.8477
H -1.8693 -0.2393 0.6846
```

Properties
Total charge: -1
LUMO energy in Eh: 0.140
M in g/mol: 140.2
Orbital gap in eV: 6.93
HOMO energy in eV: -3.1327

---

Last place for stability: a

---

## a
The following is a quantum chemistry calculation of a structure of composition C6H19N3O2PY, from the OMol25 dataset.

```
32
C6H19N3O2PY (wB97M-V/def2-TZVPD)
Y 4.9488 -18.5703 14.0498
P -0.4607 -14.8107 19.6190
O 2.8474 -18.5235 14.7923
O -0.9710 -15.6720 20.6857
N -1.6880 -13.7987 18.9122
N 0.2723 -15.6554 18.3345
N 0.7283 -13.7566 20.2616
C 0.2518 -12.4715 20.8434
C -3.0811 -14.1259 18.7123
C -0.4909 -16.7056 17.6684
C 1.7536 -14.2709 21.1389
C 1.2857 -15.0435 17.5465
C -1.3838 -12.7045 18.0084
H 2.0356 -15.7997 17.3141
H -0.4582 -11.9479 20.2032
H -3.3170 -14.7659 19.5625
H 2.3355 -15.0883 20.7131
H -1.9357 -12.9121 17.0917
H 0.1676 -17.5063 17.3316
H -0.3642 -12.7041 21.7120
H 1.2339 -14.5867 22.0435
H -0.3002 -12.6135 17.9332
H 0.8151 -14.6075 16.6653
H 2.2976 -18.2703 15.5591
H 2.4299 -13.4414 21.3454
H -1.6728 -11.6950 18.3010
H -1.3974 -16.9838 18.2060
H 1.8503 -14.2509 18.0375
H -3.2133 -14.4946 17.6951
H -3.6939 -13.2403 18.8804
H -0.8667 -16.2636 16.7456
H 1.0314 -11.7438 21.0691
```

Properties
Total charge: +2
LUMO energy in Eh: -0.410
M in g/mol: 285.1
Orbital gap in eV: 1.73
HOMO energy in eV: -12.8811

---

## b
The following is a quantum chemistry calculation of a structure of composition C6H19N3O2PY, from the OMol25 dataset.

```
32
C6H19N3O2PY (wB97M-V/def2-TZVPD)
Y -4.6741 -23.2727 18.4684
P -5.0857 -19.6601 19.1511
O -4.1079 -22.8079 16.4769
O -4.8367 -21.1479 19.1240
N -6.4249 -19.2900 18.1903
N -3.8169 -18.7682 18.5498
N -5.4373 -19.0423 20.6659
C -3.4403 -19.0509 17.1446
C -6.3013 -19.8440 21.5628
C -7.6030 -20.1536 18.1907
C -6.7611 -17.8801 18.0012
C -5.4998 -17.6065 20.9524
C -2.5486 -18.8012 19.3045
H -2.1542 -19.8315 19.2724
H -4.2911 -18.8930 16.4785
H -7.1367 -19.2407 21.9202
H -2.6689 -18.5478 20.3572
H -7.1315 -17.6674 17.0003
H -6.5325 -17.2735 21.0311
H -8.2465 -19.8233 19.0135
H -5.9109 -17.1961 18.0774
H -1.7364 -18.2358 18.8577
H -4.9514 -17.3613 21.8640
H -4.9462 -17.0993 20.1626
H -3.7510 -22.1688 15.8561
H -7.3672 -21.2035 18.3790
H -7.3860 -17.4488 18.7853
H -5.7447 -20.0657 22.4753
H -6.6608 -20.7416 21.0635
H -2.6394 -18.4243 16.7668
H -3.1319 -20.1044 17.1106
H -8.1222 -20.0399 17.2412
```

Properties
Total charge: +2
LUMO energy in Eh: -0.359
M in g/mol: 285.1
Orbital gap in eV: 5.12
HOMO energy in eV: -14.8866

---

Last place for stability: a

---

## a
The following is a quantum chemistry calculation of the molecule C13H12N2O, from the OMol25 dataset.

```
28
C13H12N2O (wB97M-V/def2-TZVPD)
O 3.8866 -0.0628 1.2279
N -0.0791 -0.1258 1.6777
N -3.5723 2.4301 -0.5339
C 2.3643 -1.6558 -0.3340
C -1.7239 1.0485 0.2896
C 0.4762 -0.8652 0.6671
C -2.8918 1.6993 0.3472
C 0.3081 -2.6953 -0.7335
C -3.1054 2.1423 -1.7926
C 1.7271 -2.4235 -1.0236
C 2.4604 0.2393 1.3341
C 1.6510 -0.8296 0.4689
C -1.0767 1.1327 -0.7197
C -0.3201 -1.8858 0.2683
C -1.1048 0.7697 1.6453
C -1.6921 1.7911 -2.0144
H 2.0706 -3.4672 -1.6370
H -0.0927 0.9359 -0.8015
H 3.5309 -1.6482 -0.7498
H -1.2981 1.7001 -2.8137
H -1.4141 -2.0874 0.2778
H 4.3869 0.5084 1.5941
H 2.2249 1.1988 0.9872
H -0.3839 -3.5271 -1.4217
H -1.3901 1.1618 2.5021
H -3.7045 2.6291 -2.7173
H 2.3430 0.1985 2.5431
H -3.5803 1.6879 1.4624
```

Properties
LUMO energy in Eh: 0.004
M in g/mol: 212.3
Orbital gap in eV: 8.83
HOMO energy in eV: -8.7324
SMILES string: OCc1ccccc1/N=C\c1cccnc1

---

## b
The following is a quantum chemistry calculation of the molecule C13H12N2O, from the OMol25 dataset.

```
28
C13H12N2O (wB97M-V/def2-TZVPD)
O -1.7475 -2.7781 -0.0130
N -1.9763 1.7105 -1.1749
N 0.2457 -1.7529 0.0369
C 3.0038 1.3248 0.6194
C 3.3254 0.2495 -0.2023
C 1.7805 1.3752 1.2610
C 4.6544 0.1955 -0.8913
C -3.5612 1.0721 0.4891
C 0.8515 0.3650 1.0889
C 2.3897 -0.7567 -0.3797
C -1.1158 -1.7402 0.0001
C -1.7817 -0.4114 -0.0993
C 1.1470 -0.7001 0.2453
C -2.9238 -0.1461 0.6501
C -1.3680 0.5518 -1.0196
C -3.0373 1.9705 -0.4288
H 2.6200 -1.5994 -1.0168
H -0.5166 0.3790 -1.6652
H 5.4586 0.3945 -0.1854
H -3.2893 -0.8881 1.3450
H 4.8203 -0.7764 -1.3484
H -0.0893 0.3970 1.6153
H 3.7222 2.1180 0.7629
H 0.6536 -2.6723 -0.0850
H 4.7014 0.9553 -1.6711
H -4.4440 1.3171 1.0587
H -3.4900 2.9406 -0.5861
H 1.5477 2.2037 1.9128
```

Properties
LUMO energy in Eh: 0.021
M in g/mol: 212.3
Orbital gap in eV: 9.28
HOMO energy in eV: -8.6959
SMILES string: Cc1cccc(NC(=O)c2cccnc2)c1

---

Last place for stability: a

---

## a
The following is a quantum chemistry calculation of the molecule CH6NO2PS2, from the OMol25 dataset.

```
13
CH6NO2PS2 (wB97M-V/def2-TZVPD)
S -0.7300 -1.6099 0.7611
S -3.0108 0.3050 -0.0951
P -1.0232 0.0815 -0.5036
O 1.6855 -0.9600 -0.4906
O -0.4897 1.3322 0.3988
N 0.9221 -1.9796 -0.3012
C 0.8893 1.6573 0.4440
H 1.3548 1.2257 -0.4019
H 1.4086 -2.7270 0.4331
H 1.2265 1.2359 1.4396
H 0.4162 -2.5088 -0.9990
H 0.6816 2.7914 0.5488
H -3.3309 1.1563 -1.2341
```

Properties
LUMO energy in Eh: -0.019
M in g/mol: 159.2
Orbital gap in eV: 8.38
HOMO energy in eV: -8.8942
SMILES string: COP(S)S[NH2+][O-]

---

## b
The following is a quantum chemistry calculation of the molecule CH6NO2PS2, from the OMol25 dataset.

```
13
CH6NO2PS2 (wB97M-V/def2-TZVPD)
S 0.9803 2.4799 1.2547
S 2.7127 -0.5988 0.3290
P 0.9655 0.7333 0.3575
O 0.0876 0.9951 -1.4315
O -0.1611 -0.0423 1.1624
N -0.9473 1.7982 -1.4407
C -0.6241 -1.3963 0.9485
H 0.2103 -2.0865 0.8847
H -0.6058 2.7163 -1.1985
H -1.2011 -1.4095 0.0563
H -1.4478 -1.5493 1.6556
H -1.7523 1.3727 -0.8497
H 3.2775 0.1431 -0.6172
```

Properties
LUMO energy in Eh: -0.024
M in g/mol: 159.2
Orbital gap in eV: 8.07
HOMO energy in eV: -8.7198
SMILES string: CO[P@@](=S)(S)ON

---

Last place for stability: a

---

## a
The following is a quantum chemistry calculation of a cluster of 2 separate species, CN4O3 in total, from the OMol25 dataset.

```
8
CN4O3 (wB97M-V/def2-TZVPD)
O -2.6422 0.9732 -0.7014
O -3.0429 -1.0474 0.1253
O 3.8688 0.2766 -0.4771
N -0.5193 -0.2045 0.7213
N 1.7242 0.2615 0.0136
N 2.8455 -0.2472 -0.0974
N -2.8347 0.1063 0.0450
C 0.6005 -0.1183 0.3707
```

Properties
LUMO energy (spin up / spin down) in Eh: -0.056 / -0.114
M in g/mol: 116.0
Orbital gap (spin up / spin down) in eV: 9.35 / 5.94
HOMO energy (spin up / spin down) in eV: -10.8632 / -9.0543

---

## b
The following is a quantum chemistry calculation of the molecule CN4O3, from the OMol25 dataset.

```
8
CN4O3 (wB97M-V/def2-TZVPD)
O 0.0726 1.5988 1.8804
O 1.4818 -1.0664 -1.1395
O -1.9952 -0.2859 1.1235
N 0.2875 -0.3186 -2.0869
N 1.2606 -0.8227 0.1742
N -0.6417 0.5849 1.2220
N -0.4731 0.3009 -1.2495
C 0.0074 0.0090 0.0759
```

Properties
LUMO energy in Eh: -0.133
M in g/mol: 116.0
Orbital gap in eV: 7.40
HOMO energy in eV: -11.0230
SMILES string: O=[N+]([O-])c1nnon1

---

Last place for stability: b